(1)
A 2-piece molecular cluster, C3H11NSi overall. Source: the Open Molecules 2025 dataset; level of theory: ωB97M-V/def2-TZVPD.

Cartesian coordinates (Å):
Si 1.161 0.235 0.690
H -2.320 -0.730 0.974
H -2.458 0.321 -1.254
H 0.335 1.641 -1.025
H 1.233 -2.046 -0.704
H 1.824 0.469 1.939
H 1.616 0.660 -1.773
H 2.589 -1.648 0.411
H -3.525 1.328 -0.061
C 1.497 -1.637 0.357
H 2.045 2.167 -0.954
H -1.893 1.908 -0.500
C -2.506 0.941 -0.276
C 1.391 1.294 -0.915
H 0.826 -2.139 1.042
N -2.068 0.312 0.953

## Properties
Lowest unoccupied orbital energy (spin up / spin down) = 0.126 / -0.028 eV
Energy relative to the best compared isomer or geometry (same formula, charge and spin) = 408.1 kJ/mol
DFT total energy = -464.98606 hartree
Frontier orbital gap (spin up / spin down) = 9.42 / 6.88 eV
Spin multiplicity = 1

***

(2)
A 3-piece molecular cluster, C3H6N2O2 overall. Source: the Open Molecules 2025 dataset; level of theory: ωB97M-V/def2-TZVPD.

Cartesian coordinates (Å):
H -3.356 -0.479 0.752
H -1.080 -1.660 0.415
C -0.253 0.031 -0.194
C -1.696 0.323 0.139
O 0.665 0.531 0.598
N 2.333 0.075 -0.923
H 2.542 1.230 0.847
C 1.974 0.633 0.135
H 0.052 -0.109 -1.233
H -0.271 -1.660 0.186
N -2.374 -0.680 0.595
O -1.851 1.520 -0.190
H 3.314 0.246 -1.128

## Properties
Lowest unoccupied orbital energy = -0.604 eV
Energy relative to the best compared isomer or geometry (same formula, charge and spin) = 553.0 kJ/mol
DFT total energy = -377.74871 hartree
Frontier orbital gap = 8.61 eV
Spin multiplicity = 1

***

(3)
C11H32AgN6O7 as an isolated structure. Source: the Open Molecules 2025 dataset; level of theory: ωB97M-V/def2-TZVPD.

Cartesian coordinates (Å):
O 1.253 1.688 -1.266
C -2.897 -0.271 2.730
N 3.109 0.628 -1.368
N 3.122 2.593 -0.517
H -1.774 -3.241 0.958
H 2.652 -0.002 -2.012
H 0.662 -4.413 -2.099
C 2.450 1.666 -1.096
O -1.783 1.488 -1.821
O 3.599 -1.593 2.122
H 1.332 0.411 2.060
H -1.335 1.927 -4.051
O 0.413 -1.146 -2.111
H -2.645 -0.645 3.723
H -1.763 3.568 3.358
C -2.479 2.178 -2.560
H -3.867 -1.750 1.434
H 0.958 -1.784 2.670
H 2.688 -2.994 1.217
N -2.152 2.419 -3.719
C -2.850 -1.382 1.566
N -1.802 2.910 2.592
H -2.718 3.109 -4.191
C 1.035 -2.264 -2.498
H 2.758 -1.615 0.189
H 0.480 -2.072 1.086
H -1.149 -2.484 2.319
H -2.144 0.508 2.611
Ag -0.499 0.339 -0.453
C 2.639 -1.905 1.233
H 4.085 2.350 -0.337
H -0.523 4.655 2.656
H 2.664 3.433 -0.193
C 0.533 -3.470 -1.568
N -0.217 4.178 1.820
H -2.195 1.981 2.645
H 3.675 -0.636 2.091
H 3.066 -2.268 -1.746
H 1.200 -3.521 -0.708
H -3.606 2.807 -1.239
H -2.523 -3.431 2.558
H -0.518 -3.453 -1.278
C 1.195 -1.474 1.652
O 0.926 -0.118 1.369
H 2.802 -1.598 -3.395
O -2.469 -0.546 0.487
O -0.793 2.291 0.697
H 0.549 -2.454 -3.454
C -0.925 3.035 1.654
H 0.382 4.688 1.187
N -3.547 2.717 -2.243
H -4.419 2.625 -2.744
C 2.470 -2.327 -2.656
H -3.878 0.079 3.049
H 2.790 -3.251 -3.137
C -2.107 -2.712 1.851
H 4.087 0.548 -1.127

## Properties
Lowest unoccupied orbital energy (spin up / spin down) = 0.177 / -0.933 eV
Energy relative to the best compared isomer or geometry (same formula, charge and spin) = 514.8 kJ/mol
DFT total energy = -1440.29297 hartree
Frontier orbital gap (spin up / spin down) = 7.60 / 4.87 eV
Spin multiplicity = 2

***

spin multiplicity of number 1 (C3H11NSi)?
1

***

Which value of spin multiplicity does entry 2 give?
1

***

Look up the spin multiplicity of the first one.
1

***

Which formula does entry 2 have?
C3H6N2O2